Record 1
# C50H46N7OPRh

C50H46N7OPRh as an isolated structure (ωB97M-V with the def2-TZVPD basis set, OMol25).

## Properties
- electronic energy (Ha) = -2843.259167
- charge = +1
- LUMO energy (alpha / beta) (eV) = -4.1 / -4.3
- multiplicity = 1

Positions of all 106 atoms, in Å:
Rh1 -0.381 -0.271 0.655
C1 -7.650 -2.220 -0.690
C2 -7.157 -1.653 0.478
C3 -5.835 -1.240 0.545
C4 -4.983 -1.418 -0.546
C5 -5.492 -1.965 -1.721
C6 -6.822 -2.355 -1.794
C7 -3.546 -1.068 -0.372
C8 -2.590 -2.081 -0.405
C9 -2.842 -3.452 -0.767
C10 -1.656 -4.100 -0.725
C11 -0.670 -3.144 -0.300
C12 0.669 -3.451 -0.067
C13 1.150 -4.811 -0.450
C14 1.443 -5.093 -1.780
C15 1.907 -6.349 -2.146
C16 2.068 -7.336 -1.184
C17 1.775 -7.061 0.145
C18 1.322 -5.802 0.513
C19 1.594 -2.568 0.483
N1 1.347 -1.270 0.841
C20 2.543 -0.743 1.250
C21 2.762 0.571 1.662
C22 4.120 0.915 2.180
C23 4.297 1.025 3.558
C24 5.556 1.271 4.085
C25 6.645 1.427 3.237
C26 6.468 1.354 1.863
C27 5.210 1.090 1.335
C28 1.772 1.548 1.758
C29 1.984 2.889 2.220
C30 0.760 3.449 2.395
C31 -0.211 2.460 2.020
N2 0.428 1.342 1.580
C32 -1.621 2.594 2.095
C33 -2.389 1.944 1.092
C34 -3.604 2.410 0.508
C35 -4.150 1.358 -0.164
C36 -3.262 0.253 -0.006
N3 -2.146 0.657 0.686
C37 -2.268 3.241 3.248
C38 -3.667 3.340 3.368
C39 -4.257 3.911 4.480
C40 -3.482 4.390 5.525
C41 -2.104 4.255 5.457
C42 -1.508 3.682 4.350
C43 3.563 -1.753 1.177
C44 2.979 -2.877 0.701
N4 -1.261 -1.927 -0.110
H1 -8.677 -2.561 -0.737
H2 -7.798 -1.544 1.343
H3 -5.445 -0.809 1.458
H4 -4.846 -2.071 -2.585
H5 -7.209 -2.771 -2.715
H6 -3.808 -3.851 -1.025
H7 -1.451 -5.139 -0.924
H8 1.310 -4.321 -2.529
H9 2.140 -6.557 -3.182
H10 2.417 -8.321 -1.469
H11 1.895 -7.830 0.897
H12 1.093 -5.582 1.549
H13 3.442 0.898 4.212
H14 5.689 1.326 5.157
H15 7.632 1.603 3.646
H16 7.311 1.493 1.199
H17 5.073 1.022 0.262
H18 2.951 3.337 2.385
H19 0.526 4.460 2.687
H20 -3.981 3.418 0.565
H21 -5.071 1.335 -0.726
H22 -4.303 2.941 2.597
H23 -5.336 3.978 4.536
H24 -3.946 4.845 6.389
H25 -1.487 4.588 6.282
H26 -0.442 3.536 4.352
H27 4.593 -1.612 1.462
H28 3.432 -3.834 0.501
C45 1.149 3.533 -1.206
N5 1.813 2.494 -1.987
C46 3.182 2.786 -2.371
P1 0.965 1.153 -2.399
O1 0.253 0.550 -1.236
N6 -0.110 1.627 -3.545
C47 -0.091 2.887 -4.264
C48 -1.171 0.698 -3.918
N7 1.983 0.078 -3.102
C49 2.548 -1.048 -2.376
C50 2.399 0.204 -4.492
H29 1.693 3.713 -0.276
H30 0.136 3.218 -0.956
H31 1.102 4.473 -1.765
H32 3.792 2.970 -1.482
H33 3.232 3.679 -3.003
H34 3.610 1.947 -2.915
H35 0.834 3.424 -4.065
H36 -0.932 3.524 -3.974
H37 -0.162 2.705 -5.341
H38 -1.124 -0.185 -3.283
H39 -1.069 0.388 -4.962
H40 -2.153 1.162 -3.792
H41 2.128 -1.076 -1.377
H42 3.637 -0.968 -2.303
H43 2.308 -1.988 -2.882
H44 2.106 1.173 -4.893
H45 1.947 -0.577 -5.110
H46 3.485 0.110 -4.570

Mulliken population analysis, charges in e, atoms 1 to 99: 0.956 -0.404 -0.889 -0.058 -0.728 -0.196 -0.824 2.058 0.385 -1.503 -1.535 0.387 1.093 -0.929 0.190 -0.896 -0.424 -0.821 0.116 0.473 -0.012 0.734 0.827 -0.688 0.224 -1.014 -0.440 -0.919 0.187 0.326 -1.458 -1.508 0.378 0.079 1.196 -0.255 -1.426 -1.110 -0.133 0.076 1.065 -0.330 -1.082 -0.375 -1.049 -0.557 -1.596 -1.292 0.145 0.405 0.401 0.504 0.507 0.395 0.584 0.557 0.419 0.408 0.391 0.414 0.483 0.519 0.409 0.408 0.423 0.519 0.700 0.793 0.873 0.762 0.446 0.411 0.406 0.407 0.436 0.561 0.591 -1.321 0.972 -1.027 -1.783 0.973 0.796 -1.039 -1.102 0.917 -0.472 -1.234 0.335 0.164 0.447 0.219 0.258 0.336 0.272 0.303 0.332 0.173 0.329

***

Record 2
# C6H36O14

A 14-piece molecular cluster, C6H36O14 overall (ωB97M-V with the def2-TZVPD basis set, OMol25).

## Properties
- electronic energy (Ha) = -1303.467948
- charge = 0
- LUMO energy (eV) = 0.3
- multiplicity = 1
- ΔE to the lowest compared entry with this formula, charge and spin (kJ/mol) = 434.5

Positions of all 56 atoms, in Å:
O1 0.307 2.266 -2.818
C1 1.454 1.862 -2.840
C2 2.603 2.453 -2.077
C3 3.017 1.476 -0.865
C4 2.365 0.144 -0.759
C5 1.131 0.027 -0.255
C6 3.277 -1.045 -0.891
H1 1.750 1.161 -3.622
H2 3.518 2.499 -2.658
H3 2.403 3.476 -1.578
H4 2.793 2.168 -0.012
H5 4.063 1.308 -0.864
H6 0.860 -1.063 -0.069
H7 0.430 0.805 -0.142
H8 3.857 -1.112 -1.834
H9 2.644 -1.951 -0.848
H10 3.995 -1.008 -0.096
H11 3.592 0.111 2.939
H12 2.273 0.508 2.430
O2 3.049 0.017 2.194
H13 -0.438 -0.732 4.305
H14 -0.871 0.641 3.715
O3 -0.200 0.178 4.285
H15 -3.407 1.813 -3.315
H16 -2.313 0.651 -3.185
O4 -2.719 1.415 -2.844
H17 -3.921 -1.552 -2.477
H18 -2.922 -1.411 -1.362
O5 -3.162 -1.042 -2.231
H19 -2.803 -0.903 2.162
H20 -2.841 0.419 1.525
O6 -2.341 -0.013 2.292
H21 0.417 -4.252 0.844
H22 0.815 -2.793 1.152
O7 0.140 -3.341 0.644
H23 -1.001 3.748 -1.199
H24 -2.014 3.910 0.197
O8 -1.257 3.593 -0.257
H25 -0.095 -2.857 -1.426
H26 -1.077 -3.705 -2.307
O9 -0.490 -2.966 -2.305
H27 -2.886 -2.799 0.788
H28 -2.512 -3.319 2.089
O10 -3.301 -2.982 1.672
H29 -2.199 1.004 -1.230
H30 -1.721 2.057 -0.087
O11 -2.223 1.263 -0.276
H31 -0.325 -1.305 2.274
H32 1.190 -1.126 2.674
O12 0.471 -1.704 2.600
H33 -1.800 -0.556 0.344
H34 -0.985 -1.656 -0.167
O13 -1.924 -1.494 0.051
H35 0.643 2.747 1.170
H36 0.024 2.162 2.417
O14 0.669 2.806 2.139

natural (NBO) charges, unit e, in atom order: -0.545 0.448 -0.509 -0.430 0.037 -0.425 -0.648 0.121 0.231 0.227 0.227 0.214 0.164 0.213 0.216 0.215 0.232 0.472 0.481 -0.945 0.479 0.486 -0.968 0.486 0.505 -0.966 0.462 0.496 -0.982 0.507 0.505 -1.019 0.483 0.510 -1.004 0.538 0.508 -1.000 0.481 0.469 -0.954 0.497 0.465 -0.966 0.520 0.488 -1.047 0.495 0.494 -0.970 0.519 0.493 -1.009 0.475 0.465 -0.937

***

Record 3
# C2H4F6N3P3

An isolated molecule of C2H4F6N3P3 (ωB97M-V with the def2-TZVPD basis set, OMol25).

## Properties
- electronic energy (Ha) = -1866.393641
- charge = 0
- LUMO energy (eV) = 0.3
- multiplicity = 1
- ΔE to the lowest compared entry with this formula, charge and spin (kJ/mol) = 76.4

Positions of all 18 atoms, in Å:
C1 -1.068 -0.397 0.137
C2 -0.979 -1.862 0.698
N1 -0.277 -0.052 -1.120
N2 -0.860 0.704 1.026
N3 1.859 0.628 0.485
F1 -0.315 1.312 -3.162
F2 0.319 2.483 -1.277
F3 1.560 -1.755 -0.751
F4 2.023 0.131 -2.092
F5 1.139 0.808 3.051
F6 0.670 2.625 1.601
P1 -0.941 1.515 -1.711
P2 1.299 -0.179 -0.726
P3 0.641 1.084 1.494
H1 -2.097 -0.224 -0.345
H2 0.024 -2.267 0.938
H3 -1.433 -2.604 0.071
H4 -1.564 -1.947 1.682

natural (NBO) charges, unit e, in atom order: 0.084 -0.656 -1.154 -1.093 -1.390 -0.576 -0.590 -0.533 -0.524 -0.540 -0.530 1.689 2.510 2.404 0.198 0.226 0.229 0.244

***

Record 4
# C35H40Cl42F5N3P

A 15-piece molecular cluster, C35H40Cl42F5N3P overall (ωB97M-V with the def2-TZVPD basis set, OMol25).

## Properties
- electronic energy (Ha) = -21689.589714
- charge = +1
- LUMO energy (eV) = -4.4
- multiplicity = 1

Positions of all 126 atoms, in Å:
C1 -0.051 -3.333 4.155
P1 0.792 -1.590 3.936
C2 0.788 -0.845 5.713
N1 -0.415 -0.713 2.881
N2 -0.989 0.320 3.539
C3 -1.970 1.159 2.815
C4 -2.352 0.779 1.280
C5 -3.445 1.749 0.492
C6 -5.003 1.273 0.672
N3 -5.595 1.226 1.917
C7 -1.642 -0.506 0.511
C8 -1.945 -0.911 -1.043
C9 -2.702 -2.344 -1.269
C10 -4.027 -2.595 -0.340
C11 -5.500 -2.752 -1.117
C12 -6.890 -3.062 -0.244
C13 -6.865 -3.241 1.418
C14 -5.421 -3.054 2.193
C15 -4.067 -2.752 1.293
C16 -0.555 -1.291 1.513
C17 0.235 -2.554 0.838
C18 1.175 -2.132 -0.480
C19 2.522 -3.115 -0.491
C20 3.907 -2.314 -0.127
F1 5.036 -3.106 -0.741
F2 3.994 -0.958 -0.786
C21 4.247 -2.222 1.479
F3 3.994 -0.858 2.025
F4 3.536 -3.258 2.264
F5 5.731 -2.478 1.606
H1 -0.202 -3.600 5.307
H2 0.614 -4.159 3.621
H3 -1.105 -3.384 3.595
H4 -0.297 -1.055 6.160
H5 0.896 0.344 5.703
H6 1.570 -1.344 6.436
H7 -2.475 2.097 3.345
H8 -3.116 1.904 -0.635
H9 -3.341 2.817 1.015
H10 -5.602 1.023 -0.325
H11 -4.831 1.511 2.576
H12 -2.675 -0.074 -1.477
H13 -0.996 -0.894 -1.736
H14 -2.016 -3.293 -1.175
H15 -3.085 -2.342 -2.400
H16 -5.599 -2.667 -2.303
H17 -7.939 -3.193 -0.796
H18 -7.816 -3.491 2.060
H19 -5.266 -3.136 3.366
H20 -3.035 -2.640 1.862
H21 0.943 -3.157 1.541
H22 -0.605 -3.324 0.484
H23 1.473 -0.984 -0.343
H24 0.628 -2.336 -1.498
H25 2.648 -3.505 -1.612
H26 2.350 -4.095 0.155
C22 -6.026 -0.887 5.891
Cl1 -7.564 -0.278 5.255
Cl2 -6.033 -2.658 5.946
Cl3 -4.672 -0.300 4.910
H27 -5.901 -0.511 6.909
C23 3.577 2.121 -1.790
Cl4 3.900 1.701 -3.481
Cl5 4.697 3.377 -1.237
Cl6 1.899 2.653 -1.591
H28 3.731 1.229 -1.178
C24 -9.263 0.677 0.832
Cl7 -10.831 1.492 0.703
Cl8 -9.383 -0.740 1.890
Cl9 -8.671 0.208 -0.771
H29 -8.547 1.375 1.273
C25 -10.784 -5.521 1.521
Cl10 -9.422 -6.628 1.276
Cl11 -10.211 -3.850 1.659
Cl12 -11.953 -5.670 0.198
H30 -11.284 -5.792 2.454
C26 8.446 3.262 -2.054
Cl13 8.978 1.752 -2.813
Cl14 9.627 3.802 -0.848
Cl15 8.190 4.517 -3.279
H31 7.496 3.077 -1.547
C27 10.898 -0.624 -0.662
Cl16 12.618 -0.716 -1.079
Cl17 10.090 -2.162 -1.012
Cl18 10.694 -0.188 1.043
H32 10.436 0.155 -1.274
C28 -0.959 -0.544 -4.800
Cl19 -0.603 0.852 -3.769
Cl20 -1.293 -1.977 -3.813
Cl21 -2.327 -0.194 -5.871
H33 -0.082 -0.748 -5.418
C29 -11.253 -9.305 -2.034
Cl22 -12.928 -8.732 -1.959
Cl23 -10.538 -8.933 -3.611
Cl24 -10.292 -8.586 -0.730
H34 -11.254 -10.390 -1.903
C30 0.314 1.736 9.111
Cl25 -0.416 1.303 7.556
Cl26 0.182 0.390 10.256
Cl27 2.009 2.205 8.895
H35 -0.230 2.591 9.521
C31 7.365 4.383 -7.471
Cl28 7.722 5.779 -6.440
Cl29 7.032 2.949 -6.484
Cl30 5.997 4.733 -8.542
H36 8.243 4.178 -8.090
C32 2.799 6.553 -0.438
Cl31 4.278 7.401 0.044
Cl32 1.632 6.531 0.894
Cl33 2.089 7.308 -1.875
H37 3.060 5.520 -0.685
C33 6.614 -5.671 -2.985
Cl34 5.884 -6.103 -4.540
Cl35 6.482 -7.017 -1.840
Cl36 8.309 -5.202 -3.201
H38 6.070 -4.816 -2.575
C34 4.519 8.667 -4.607
Cl37 5.881 7.560 -4.852
Cl38 5.092 10.337 -4.469
Cl39 3.350 8.517 -5.931
H39 4.018 8.396 -3.674
C35 8.071 12.762 -3.874
Cl40 8.602 11.251 -4.633
Cl41 9.251 13.301 -2.668
Cl42 7.814 14.016 -5.099
H40 7.120 12.576 -3.367

Mulliken population analysis, charges in e, atoms 1 to 99: -0.755 0.166 -0.960 1.040 -0.906 -0.679 0.480 -1.220 0.247 -0.430 0.427 0.276 -0.715 0.354 -0.711 -0.489 -0.084 -0.233 0.008 -0.030 -0.278 0.309 -1.277 0.563 -0.278 -0.244 0.692 -0.218 -0.214 -0.240 0.374 0.262 0.161 0.323 0.294 0.303 0.373 0.358 0.416 0.195 0.150 0.163 -0.375 0.195 0.619 0.167 0.318 0.191 0.212 -0.098 0.351 0.212 0.275 -0.095 0.426 0.436 -0.188 -0.078 -0.124 0.001 0.407 0.814 -0.121 -0.195 -0.154 -0.322 0.121 -0.122 -0.061 -0.144 0.210 -0.046 -0.153 -0.060 -0.103 0.327 0.393 -0.175 -0.129 -0.018 -0.091 0.611 -0.124 -0.092 -0.128 -0.234 -0.046 -0.057 -0.056 -0.113 0.382 -0.013 -0.118 -0.125 -0.040 0.309 -0.030 -0.050 -0.113